[1]
The following is a quantum chemistry calculation of a molecular structure, C36H35F3GeN8O6PbS3, from OMol25.

Results
strongest force on any atom = 1.7 eV Å⁻¹
HOMO level = -0.01114 Ha
total charge = -2
energy = -6046.31261 a.u.

Atoms and positions in Å:
Pb: 0.37187 -0.22356 0.99721
C: 1.31844 3.19428 -2.04144
C: 1.21233 2.42003 -0.74936
N: -0.00013 1.89938 -0.41379
N: -0.97849 1.97083 -1.28536
C: -2.29508 1.85893 -1.06625
N: -3.09063 1.76285 -2.22657
S: -3.04168 1.91664 0.49324
C: 2.28717 2.21114 0.11000
C: 3.52741 2.91787 0.00706
C: 4.52535 2.72633 0.90766
C: 4.33103 1.82583 1.97455
C: 3.13525 1.15393 2.02054
N: 2.15589 1.29079 1.13723
H: 0.55524 3.97986 -2.08311
H: 1.16796 2.52912 -2.89778
H: 2.29466 3.65224 -2.15765
H: -0.75430 1.99703 -2.28259
H: -2.75915 0.98919 -2.80429
H: -4.06002 1.61523 -1.97610
H: 3.67483 3.62805 -0.79318
H: 5.46260 3.26406 0.82286
H: 5.10563 1.64577 2.70260
H: 2.94316 0.44581 2.81513
F: 1.45129 -3.79172 5.47681
C: 0.98960 -2.56287 5.10382
C: 0.94063 -2.20947 3.77108
C: 0.45973 -0.96378 3.36590
C: -0.02824 -0.09461 4.37281
C: 0.08948 -0.47165 5.71245
F: -0.25343 0.36108 6.74938
C: 0.58948 -1.69604 6.10402
C: -0.60057 1.19402 3.97079
C: -1.37309 1.99892 4.82041
C: -1.77015 3.25152 4.39223
C: -1.40373 3.68171 3.12687
C: -0.72137 2.79000 2.31670
N: -0.35514 1.59014 2.71643
H: 1.30395 -2.91288 3.03655
H: 0.66811 -1.94789 7.15139
H: -1.66988 1.66097 5.79948
H: -2.35394 3.88948 5.04371
H: -1.67188 4.66130 2.76656
H: -0.44464 3.03796 1.30472
O: 6.51050 -2.73728 0.42436
S: 5.71537 -2.77355 -0.78303
O: 5.92529 -3.94321 -1.60898
N: 4.12192 -2.51395 -0.50694
C: 3.70982 -1.44113 -1.12317
S: 2.10629 -0.96505 -1.30200
C: 4.75663 -0.64819 -1.80077
C: 4.62882 0.58815 -2.42011
C: 5.75445 1.14646 -3.00230
C: 6.97604 0.48497 -2.98840
C: 7.10671 -0.74490 -2.35062
C: 5.99136 -1.27631 -1.75315
H: 3.67435 1.09138 -2.43098
H: 5.68552 2.11424 -3.48420
H: 7.83410 0.92791 -3.47624
H: 8.04858 -1.27360 -2.32475
C: -5.30874 -1.68692 -0.08144
Ge: -4.56265 -0.82198 1.55082
C: -5.94621 0.40720 2.32141
C: -3.97308 -2.18369 2.88425
C: -2.91883 0.16809 1.08184
H: -6.15122 -2.33625 0.13916
H: -4.52460 -2.27996 -0.53954
H: -5.63195 -0.93950 -0.80047
H: -6.82208 -0.12540 2.68403
H: -6.26502 1.11944 1.56535
H: -5.52082 0.97202 3.14536
H: -4.76546 -2.85054 3.21341
H: -3.55304 -1.69027 3.75728
H: -3.18350 -2.77777 2.43326
H: -2.42169 -0.35961 0.27408
H: -2.25270 0.16246 1.94221
F: -3.91172 0.17874 -5.60910
C: -3.04357 -0.85964 -5.45428
C: -3.00009 -1.50457 -4.25621
N: -2.22423 -2.60668 -4.06186
C: -2.01150 -3.02045 -2.70313
C: -1.64390 -1.72563 -1.83493
O: -1.46614 -1.94529 -0.63873
O: -1.65438 -0.66776 -2.47039
C: -1.39767 -3.07735 -5.05762
O: -0.69371 -4.05616 -4.93961
N: -1.49164 -2.39918 -6.25279
C: -2.25188 -1.27006 -6.57577
O: -2.21486 -0.80681 -7.70317
H: -3.67256 -1.22612 -3.46004
H: -1.18293 -3.72628 -2.65645
H: -2.91463 -3.47464 -2.28589
H: -0.90425 -2.76322 -6.99248

Cartesian forces (eV/Å) of the 6 atoms listed first:
Pb -0.2 -0.3 -0.2
C 0.0 -0.3 0.5
C 1.2 0.9 -0.5
N -1.3 -0.5 0.2
N -0.2 0.0 0.1
C 0.3 0.3 0.4

[2]
The following is a quantum chemistry calculation of a molecular structure, C36H35IN7O7RbS3, from OMol25.

Results
strongest force on any atom = 2.3 eV Å⁻¹
HOMO level = -0.10944 Ha
total charge = -2
energy = -3819.32995 a.u.

Atoms and positions in Å:
Rb: -1.14839 0.76820 0.27503
O: -4.18872 2.84493 0.88165
C: -2.97487 2.98492 0.83682
O: -2.12743 2.56352 1.67830
C: -2.41612 3.86262 -0.32633
C: -0.88716 3.94176 -0.42059
C: -0.47789 5.19162 -1.21323
C: -0.84027 4.76272 -2.65030
C: -1.38897 3.35001 -2.40831
O: -0.55188 2.89244 -1.33918
C: -2.78833 3.42145 -1.76926
C: -3.48576 2.04378 -1.97298
O: -4.38422 2.02239 -2.81133
O: -2.98607 1.08882 -1.34486
H: -2.83670 4.85106 -0.11324
H: -0.36836 3.79711 0.52453
H: 0.59259 5.37820 -1.11458
H: -1.01435 6.07993 -0.88051
H: 0.04362 4.73179 -3.28815
H: -1.58411 5.40774 -3.11839
H: -1.32223 2.66951 -3.25600
H: -3.40927 4.16060 -2.28006
O: -0.20524 5.70397 6.68607
C: 1.05892 5.32479 6.36303
O: 1.97922 5.64306 7.08195
C: 1.22105 4.52788 5.11568
C: 2.51093 4.10851 4.78579
C: 2.73583 3.36661 3.64265
C: 1.66760 3.03125 2.80700
C: 0.37117 3.42088 3.14199
C: 0.15953 4.17341 4.27886
N: 1.81774 2.26019 1.65125
C: 2.79918 2.47318 0.86983
C: 3.00663 1.68254 -0.35401
C: 4.09303 1.95470 -1.17915
C: 4.24283 1.20617 -2.33735
C: 3.30753 0.22677 -2.62206
C: 2.25192 0.03173 -1.73227
N: 2.10406 0.74032 -0.62918
H: -0.83448 5.37472 6.02663
H: 3.32459 4.37044 5.44879
H: 3.73329 3.01617 3.41162
H: -0.45908 3.14889 2.50209
H: -0.86693 4.46348 4.48201
H: 3.52643 3.28153 1.04620
H: 4.79558 2.73515 -0.91848
H: 5.07711 1.38687 -3.00426
H: 3.38171 -0.38767 -3.50560
H: 1.51881 -0.74345 -1.90994
N: 0.92747 -1.29171 1.49055
C: 1.31552 -1.63845 2.84136
C: 0.79619 -0.57370 3.80637
N: -0.66014 -0.52781 3.82125
H: 1.16851 -2.02164 0.82836
H: 1.42003 -0.45505 1.18737
H: 2.40596 -1.74158 2.98702
H: 0.86815 -2.60512 3.09462
H: 1.15474 0.39782 3.45890
H: 1.24041 -0.74091 4.80271
H: -1.01929 0.39790 4.01438
H: -1.05525 -1.17780 4.49216
S: 2.33605 -4.83387 -6.70103
C: 1.98585 -4.81136 -5.06642
S: 2.67134 -3.67836 -3.95756
C: 1.73493 -4.37813 -2.62248
N: 0.98721 -5.36097 -3.02260
N: 1.14687 -5.59063 -4.37241
C: 0.34813 -6.62711 -4.89758
C: -0.91821 -6.82791 -4.36003
C: -1.70958 -7.85403 -4.84230
C: -1.24641 -8.68421 -5.85483
C: 0.02094 -8.47849 -6.37729
C: 0.82425 -7.45422 -5.90263
S: 1.90463 -3.76823 -1.05797
H: -1.25732 -6.18432 -3.56354
H: -2.69601 -8.00309 -4.42261
H: -1.86868 -9.48529 -6.23105
H: 0.39661 -9.12105 -7.16314
H: 1.80974 -7.28857 -6.31229
I: -1.50893 -4.79068 3.71665
C: -2.41059 -3.19900 2.69835
C: -3.41460 -2.46907 3.30710
C: -3.95217 -1.40550 2.60673
C: -3.47856 -1.13810 1.32913
N: -2.51669 -1.85283 0.75569
C: -1.97714 -2.85560 1.42979
H: -3.75617 -2.71569 4.30449
H: -4.72389 -0.78501 3.03664
H: -3.88807 -0.32234 0.74040
H: -1.17992 -3.39545 0.93960

Cartesian forces (eV/Å) of the 6 atoms listed first:
Rb 1.6 -1.7 0.1
O -0.8 0.0 0.0
C 0.1 0.6 -0.2
O 0.0 0.6 0.9
C -0.1 -0.1 0.2
C -0.1 0.2 0.2

Question: Look up the HOMO level of the first one.
Answer: -0.01114 Ha

Question: Which value of strongest force on any atom does entry 1 give?
Answer: 1.7 eV Å⁻¹

Question: What is the energy in the first record?
Answer: -6046.31261 a.u.